No. 1
{
  "formula": "C7H10BN",
  "method": "ωB97M-V/def2-TZVPD",
  "elements": ["B", "C", "C", "C", "C", "C", "C", "C", "N", "H", "H", "H", "H", "H", "H", "H", "H", "H", "H"],
  "xyz": [[0.309, 0.345, -0.821], [1.127, -0.281, -2.033], [1.445, -1.492, -1.541], [-1.101, 1.947, 0.984], [-1.127, 0.826, 1.743], [-0.595, 1.984, -0.558], [0.787, -1.768, -0.202], [-0.703, -0.583, 1.320], [0.071, -0.588, 0.140], [1.681, 0.102, -2.820], [2.233, -2.102, -2.034], [-1.316, 2.809, 1.550], [-1.285, 0.806, 2.811], [0.109, 2.762, -0.845], [-1.320, 1.954, -1.307], [-0.015, -2.467, -0.393], [1.330, -2.075, 0.616], [-0.107, -0.927, 2.279], [-1.523, -1.254, 1.112]],
  "smiles": "C1=CCN2CC=CB2C1",
  "fmax_ev_per_a": 5.21,
  "e_lumo_ev": 0.804,
  "e_above_lowest_kj_mol": 130.9,
  "charge": 0,
  "homo_lumo_gap_ev": 9.8
}

---

No. 2
{
  "formula": "C32H43ClCoN6OS3",
  "method": "ωB97M-V/def2-TZVPD",
  "elements": ["Co", "C", "C", "S", "C", "C", "S", "C", "C", "S", "H", "H", "H", "H", "H", "H", "H", "H", "H", "H", "H", "H", "N", "C", "C", "C", "C", "C", "N", "C", "C", "C", "C", "C", "N", "H", "H", "H", "H", "H", "H", "H", "H", "H", "C", "C", "C", "C", "C", "O", "C", "C", "C", "C", "C", "C", "Cl", "C", "C", "C", "N", "C", "N", "C", "N", "H", "H", "H", "H", "H", "H", "H", "H", "H", "H", "H", "H", "H", "H", "H", "H", "H", "H", "H", "H", "H", "H"],
  "xyz": [[-0.151, -0.160, 0.359], [-0.133, -2.757, 3.054], [-0.924, -3.346, 1.905], [-1.800, -2.155, 0.830], [-3.095, -1.398, 1.882], [-2.655, -0.336, 2.873], [-1.555, 0.961, 2.161], [-0.295, 1.162, 3.475], [0.474, -0.080, 3.909], [0.859, -1.280, 2.574], [0.589, -3.502, 3.400], [-0.771, -2.479, 3.890], [-1.661, -4.061, 2.274], [-0.257, -3.868, 1.219], [-3.592, -2.211, 2.410], [-3.798, -0.983, 1.158], [-2.138, -0.759, 3.731], [-3.544, 0.185, 3.232], [-0.799, 1.589, 4.343], [0.379, 1.912, 3.058], [-0.041, -0.626, 4.697], [1.442, 0.226, 4.309], [0.003, -1.514, -2.669], [1.201, -1.588, -2.003], [2.275, -2.167, -2.710], [3.493, -2.326, -2.097], [3.639, -1.886, -0.783], [2.556, -1.301, -0.168], [1.350, -1.157, -0.744], [-1.192, -0.874, -2.439], [-2.175, -0.998, -3.439], [-3.374, -0.345, -3.296], [-3.576, 0.447, -2.167], [-2.580, 0.503, -1.221], [-1.409, -0.146, -1.337], [0.023, -1.986, -3.567], [2.141, -2.469, -3.738], [4.323, -2.768, -2.625], [4.566, -2.008, -0.248], [2.649, -0.929, 0.842], [-1.988, -1.596, -4.317], [-4.146, -0.436, -4.042], [-4.492, 0.999, -2.041], [-2.716, 1.101, -0.328], [1.104, 5.732, 1.085], [2.620, 6.002, 1.025], [2.855, 7.471, 1.389], [3.293, 5.134, 2.089], [3.143, 5.696, -0.438], [2.211, 6.109, -1.393], [4.472, 6.438, -0.828], [5.776, 6.090, -0.107], [6.404, 4.794, -0.475], [6.638, 4.497, -1.828], [7.241, 3.322, -2.207], [7.627, 2.396, -1.229], [8.366, 0.933, -1.690], [7.429, 2.689, 0.128], [6.834, 3.874, 0.494], [3.358, 4.187, -0.739], [2.189, 3.355, -0.582], [2.037, 2.242, 0.146], [0.812, 1.754, -0.030], [0.248, 2.642, -0.896], [1.065, 3.591, -1.248], [0.688, 6.240, 1.950], [0.885, 4.673, 1.192], [0.592, 6.094, 0.199], [2.394, 7.678, 2.351], [2.411, 8.152, 0.666], [3.912, 7.700, 1.495], [2.846, 5.375, 3.050], [4.355, 5.337, 2.172], [3.148, 4.072, 1.911], [2.061, 7.062, -1.336], [4.289, 7.505, -0.708], [4.584, 6.259, -1.900], [5.680, 6.195, 0.972], [6.487, 6.866, -0.421], [6.373, 5.222, -2.581], [7.446, 3.123, -3.247], [7.763, 1.988, 0.876], [6.706, 4.098, 1.543], [4.160, 3.779, -0.125], [3.643, 4.139, -1.796], [2.792, 1.803, 0.767], [-0.758, 2.580, -1.252]],
  "fmax_ev_per_a": 1.82,
  "e_lumo_ev": [-11.141, -11.175],
  "charge": 3,
  "homo_lumo_gap_ev": [2.9, 2.8]
}

---

No. 3
{
  "formula": "C3H6N2O",
  "method": "ωB97M-V/def2-TZVPD",
  "elements": ["C", "N", "C", "N", "C", "O", "H", "H", "H", "H", "H", "H"],
  "xyz": [[1.136, -0.357, 1.131], [0.253, -0.099, 0.020], [-1.005, -0.503, -0.057], [-1.658, -0.169, -1.146], [0.513, 1.033, -1.079], [1.588, 1.549, -1.012], [1.922, 0.403, 1.093], [1.603, -1.344, 1.043], [0.618, -0.290, 2.095], [-1.462, -1.054, 0.772], [-2.665, -0.249, -1.156], [-0.869, 0.658, -1.581]],
  "fmax_ev_per_a": 0.72,
  "e_lumo_ev": 0.786,
  "e_above_lowest_kj_mol": 272.7,
  "charge": 0,
  "homo_lumo_gap_ev": 8.8
}

---

No. 4
{
  "formula": "C25H29EuN3P2",
  "method": "ωB97M-V/def2-TZVPD",
  "elements": ["C", "C", "C", "C", "C", "C", "C", "C", "C", "C", "C", "C", "C", "H", "H", "H", "H", "H", "H", "H", "N", "Eu", "C", "H", "H", "C", "H", "H", "P", "P", "C", "H", "H", "H", "C", "H", "H", "H", "C", "H", "H", "H", "C", "H", "H", "H", "H", "H", "N", "C", "C", "C", "C", "C", "N", "C", "H", "H", "H", "H"],
  "xyz": [[-1.996, -4.683, 0.098], [-1.861, -3.486, -0.605], [-2.639, -2.359, -0.134], [-2.711, -2.248, 1.281], [-2.588, -3.409, 2.063], [-2.376, -4.641, 1.447], [-2.690, -0.880, 1.875], [-3.330, 0.103, 0.946], [-3.296, -0.153, -0.452], [-3.423, 0.988, -1.328], [-4.196, 2.056, -0.906], [-4.471, 2.193, 0.466], [-3.945, 1.280, 1.382], [-1.736, -5.630, -0.378], [-2.711, -3.329, 3.144], [-2.446, -5.571, 2.023], [-3.161, -0.866, 2.863], [-4.523, 2.806, -1.630], [-5.059, 3.040, 0.807], [-4.034, 1.452, 2.455], [-3.063, -1.382, -0.989], [0.668, -0.896, 2.318], [-0.769, -3.195, -1.586], [-1.155, -2.639, -2.459], [-0.227, -4.102, -1.897], [-2.547, 1.007, -2.560], [-2.559, 0.036, -3.069], [-2.805, 1.833, -3.237], [0.461, -2.039, -0.704], [-0.838, 1.291, -1.944], [-0.737, 2.946, -1.277], [0.210, 3.068, -0.733], [-0.782, 3.682, -2.092], [-1.567, 3.131, -0.582], [0.456, 0.961, -3.117], [0.524, 1.805, -3.818], [1.418, 0.852, -2.594], [0.245, 0.036, -3.669], [1.061, -3.199, 0.610], [1.245, -4.169, 0.133], [2.019, -2.863, 1.057], [0.307, -3.373, 1.404], [1.860, -2.195, -1.868], [2.709, -1.598, -1.517], [2.167, -3.246, -1.944], [1.558, -1.830, -2.857], [-1.431, -0.544, 2.099], [-0.677, 0.384, -0.862], [2.391, 5.034, 0.305], [2.681, 3.902, 0.398], [3.057, 2.509, 0.491], [4.249, 2.055, -0.077], [4.558, 0.703, -0.008], [3.674, -0.158, 0.646], [2.545, 0.295, 1.227], [2.215, 1.602, 1.148], [4.919, 2.767, -0.564], [5.468, 0.299, -0.445], [3.855, -1.232, 0.738], [1.276, 1.899, 1.638]],
  "fmax_ev_per_a": 3.56,
  "s_squared": 12.03,
  "e_lumo_ev": [-4.098, -4.079],
  "e_above_lowest_kj_mol": 0.0,
  "spin_multiplicity": 7,
  "charge": 1,
  "homo_lumo_gap_ev": [3.6, 5.1]
}

---

No. 5
{
  "formula": "C10H15O3S",
  "method": "ωB97M-V/def2-TZVPD",
  "elements": ["C", "C", "C", "C", "C", "C", "C", "C", "C", "C", "O", "O", "O", "S", "H", "H", "H", "H", "H", "H", "H", "H", "H", "H", "H", "H", "H", "H", "H"],
  "xyz": [[-1.420, -1.354, -1.036], [-2.006, -0.445, -0.227], [0.252, -1.997, 0.589], [-0.247, -0.864, 1.534], [0.038, -1.363, -0.848], [-0.806, 0.238, 0.527], [0.274, 0.145, -0.553], [-1.134, 1.476, 1.301], [1.691, 0.515, -0.110], [-0.123, 0.899, -1.888], [-4.390, -0.713, -1.080], [-3.588, 1.491, -0.407], [-3.930, -0.245, 1.297], [-3.657, 0.043, -0.063], [-1.729, -2.102, -1.716], [1.343, -2.186, 0.699], [-0.375, -2.927, 0.500], [-1.015, -1.166, 2.142], [0.594, -0.472, 2.086], [0.674, -1.833, -1.602], [-0.169, 1.975, 1.534], [-1.531, 1.153, 2.193], [-2.014, 2.125, 0.835], [1.658, 1.541, -0.144], [2.379, 0.262, -0.951], [1.929, 0.165, 0.825], [-1.154, 1.141, -1.839], [0.027, 0.204, -2.823], [0.379, 1.801, -2.032]],
  "smiles": "CC1(C)[C@@H]2C=C(S(=O)(=O)[O-])[C@@]1(C)CC2",
  "fmax_ev_per_a": 3.93,
  "e_lumo_ev": 3.224,
  "e_above_lowest_kj_mol": 101.8,
  "charge": -1,
  "homo_lumo_gap_ev": 8.3
}

---

No. 6
{
  "formula": "C4H6OS",
  "method": "ωB97M-V/def2-TZVPD",
  "elements": ["C", "C", "C", "C", "O", "S", "H", "H", "H", "H", "H", "H"],
  "xyz": [[-0.193, 0.018, -0.873], [-0.222, -0.053, 0.432], [0.268, -0.452, -2.198], [0.351, -0.002, 1.811], [-0.329, 0.773, 2.674], [-1.544, 1.041, -0.246], [-0.025, 0.208, -3.075], [-0.186, -1.390, -2.567], [1.289, -0.445, -2.107], [0.482, -1.091, 2.163], [-1.178, 1.058, 2.316], [1.287, 0.335, 1.670]],
  "fmax_ev_per_a": 6.20,
  "s_squared": 2.01,
  "e_lumo_ev": [0.758, -1.268],
  "e_above_lowest_kj_mol": 275.9,
  "spin_multiplicity": 3,
  "charge": 0,
  "homo_lumo_gap_ev": [6.0, 9.2]
}

---

No. 7
{
  "formula": "C5H15NO",
  "method": "ωB97M-V/def2-TZVPD",
  "elements": ["C", "C", "C", "C", "C", "N", "H", "H", "H", "H", "H", "H", "H", "H", "H", "H", "H", "H", "H", "H", "H", "O"],
  "xyz": [[0.857, 2.038, 1.310], [1.084, 0.547, 1.215], [-0.317, -0.054, 1.336], [-1.293, 0.311, 0.149], [-1.035, -0.227, -1.323], [-1.574, -1.554, -1.701], [0.227, 2.557, 0.586], [1.690, 2.660, 1.174], [0.286, 2.142, 2.231], [1.434, 0.428, 0.137], [1.846, 0.221, 1.782], [-0.825, 0.313, 2.200], [-0.224, -1.110, 1.490], [-1.416, 1.385, 0.075], [-2.294, -0.107, 0.363], [0.070, -0.008, -1.516], [-1.493, 0.455, -2.003], [-1.353, -1.786, -2.629], [-1.046, -2.264, -1.126], [2.049, -2.465, -1.845], [1.814, -1.346, -0.792], [1.513, -2.135, -1.114]],
  "smiles": "CCCCCN.O",
  "fmax_ev_per_a": 6.45,
  "e_lumo_ev": 0.763,
  "e_above_lowest_kj_mol": 171.8,
  "charge": 0,
  "homo_lumo_gap_ev": 9.8
}

---

No. 8
{
  "formula": "C26H24Cl5MoNOP2",
  "method": "ωB97M-V/def2-TZVPD",
  "elements": ["C", "C", "C", "C", "C", "C", "C", "C", "C", "C", "C", "C", "C", "H", "H", "H", "H", "H", "H", "H", "N", "Mo", "C", "H", "H", "C", "H", "H", "P", "P", "C", "H", "H", "H", "C", "H", "H", "H", "C", "H", "H", "H", "C", "H", "H", "H", "C", "O", "H", "Cl", "C", "C", "C", "Cl", "C", "Cl", "C", "Cl", "C", "Cl"],
  "xyz": [[1.919, -3.535, 0.782], [1.751, -2.306, 0.163], [0.627, -2.191, -0.726], [-0.528, -3.053, -0.575], [-0.368, -4.187, 0.249], [0.883, -4.489, 0.781], [-1.658, -2.759, -1.375], [-1.710, -1.548, -2.079], [-0.465, -0.801, -2.173], [-0.419, 0.457, -2.880], [-1.416, 0.688, -3.802], [-2.564, -0.120, -3.831], [-2.758, -1.150, -2.931], [2.901, -3.804, 1.177], [-1.254, -4.820, 0.391], [1.043, -5.472, 1.216], [-2.555, -3.400, -1.269], [-1.238, 1.425, -4.601], [-3.289, 0.015, -4.630], [-3.679, -1.707, -2.855], [0.695, -1.398, -1.820], [0.042, 1.777, 0.985], [2.725, -1.143, 0.384], [3.052, -0.773, -0.600], [3.639, -1.542, 0.875], [0.772, 1.425, -2.767], [1.702, 0.842, -2.830], [0.762, 2.187, -3.570], [2.107, 0.367, 1.356], [0.862, 2.352, -1.198], [-0.134, 3.850, -1.576], [-0.282, 4.458, -0.681], [0.447, 4.399, -2.315], [-1.105, 3.570, -1.982], [2.547, 3.034, -1.236], [2.527, 3.789, -2.029], [2.776, 3.482, -0.263], [3.246, 2.220, -1.454], [2.292, -0.380, 3.029], [3.276, -0.852, 3.138], [2.174, 0.401, 3.787], [1.510, -1.127, 3.176], [3.676, 1.349, 1.406], [3.463, 2.304, 1.898], [4.435, 0.808, 1.984], [4.049, 1.543, 0.398], [0.487, 3.242, 2.204], [0.813, 4.075, 2.984], [-0.617, 0.693, 1.934], [-2.400, 2.112, 0.058], [-2.889, 0.761, 1.070], [-1.803, 0.086, 1.592], [-2.126, -1.027, 2.399], [-0.798, -1.915, 3.024], [-3.403, -1.200, 2.995], [-3.676, -2.556, 3.987], [-4.452, -0.327, 2.594], [-6.018, -0.653, 3.129], [-4.180, 0.715, 1.697], [-5.416, 1.811, 1.208]],
  "fmax_ev_per_a": 6.49,
  "s_squared": 2.03,
  "e_lumo_ev": [-8.741, -8.689],
  "e_above_lowest_kj_mol": 138.3,
  "spin_multiplicity": 3,
  "charge": 2,
  "homo_lumo_gap_ev": [4.4, 4.5]
}